(1)
This record from OMol25 describes a 2-piece molecular cluster, C16H17N overall. The level of theory is ωB97M-V with the def2-TZVPD basis set.

LUMO in Eh: 0.030
E_HOMO in eV: -7.627
Frontier orbital gap in eV: 8.5
SMILES: Cc1c[nH]c2ccccc12.Cc1ccccc1
Energy relative to the best compared isomer or geometry (same formula, charge and spin) in kcal/mol: 19.11

Element x y z (Å)
C (-2.2243, 0.3339, 1.3719)
C (-1.1165, 0.9671, 0.5869)
C (0.1208, 0.4045, 0.6100)
N (1.0694, 1.2917, 0.1203)
C (0.4030, 2.4166, -0.3233)
C (0.9465, 3.5427, -0.9428)
C (0.1207, 4.6667, -0.9724)
C (-1.2128, 4.5950, -0.5275)
C (-1.7366, 3.4089, -0.0239)
C (-0.9534, 2.2735, 0.0184)
H (-3.2663, 0.6171, 1.2203)
H (-2.1082, 0.5063, 2.4566)
H (-2.1578, -0.7509, 1.3186)
H (0.4748, -0.5261, 1.0271)
H (2.0580, 1.1112, 0.1606)
H (1.9907, 3.6817, -1.1850)
H (0.4700, 5.6067, -1.3775)
H (-1.8697, 5.4540, -0.5393)
H (-2.7387, 3.4205, 0.3890)
C (0.3450, -4.1950, 1.5008)
C (0.6213, -3.3527, 0.2893)
C (1.9232, -3.0078, -0.0449)
C (2.2406, -2.0402, -0.9765)
C (1.2009, -1.4777, -1.7172)
C (-0.1042, -1.9297, -1.4869)
C (-0.3633, -3.0267, -0.6443)
H (1.1727, -4.8914, 1.6515)
H (-0.5710, -4.7669, 1.3619)
H (0.2529, -3.5688, 2.3892)
H (2.7153, -3.4810, 0.5326)
H (3.2560, -1.7261, -1.1771)
H (1.3037, -0.6192, -2.3608)
H (-0.9218, -1.4488, -2.0068)
H (-1.3410, -3.4890, -0.6986)


(2)
This record from OMol25 describes C32H39Cl2GeN2OSiV as an isolated structure. The level of theory is ωB97M-V with the def2-TZVPD basis set.

LUMO (alpha / beta) in Eh: 0.094 / 0.094
E_HOMO (alpha / beta) in eV: -2.699 / -4.784
Spin multiplicity: 4
Frontier orbital gap (alpha / beta) in eV: 5.3 / 7.3
Charge: -1

Element x y z (Å)
V (0.0376, -1.2582, 0.4385)
C (2.0222, -0.4976, 0.4580)
Si (2.1777, 1.0942, -0.3789)
C (0.9729, 2.2652, 0.4691)
N (-0.3944, 1.7060, 0.5765)
C (-1.0728, 2.1949, 1.7919)
C (-1.3833, 3.6874, 1.7475)
C (-2.2620, 3.9918, 0.5326)
C (-1.5956, 3.4781, -0.7448)
C (-1.2287, 2.0007, -0.6054)
C (1.8512, 1.0221, -2.2307)
C (1.4610, -0.1767, -2.8468)
C (1.1677, -0.2291, -4.2072)
C (1.2621, 0.9223, -4.9794)
C (1.6582, 2.1219, -4.3888)
C (1.9520, 2.1657, -3.0308)
C (3.8982, 1.8823, -0.1929)
C (4.3177, 2.3051, 1.0787)
C (5.6068, 2.7724, 1.3069)
C (6.5222, 2.8214, 0.2608)
C (6.1376, 2.3983, -1.0055)
C (4.8407, 1.9393, -1.2278)
H (2.2227, -0.3161, 1.5217)
H (2.7693, -1.2023, 0.0872)
H (1.0098, 3.2798, 0.0442)
H (1.3460, 2.3636, 1.4995)
H (-0.4599, 1.9418, 2.6567)
H (-2.0095, 1.6498, 1.8969)
H (-0.4499, 4.2612, 1.6850)
H (-1.8833, 3.9796, 2.6757)
H (-2.4718, 5.0612, 0.4588)
H (-3.2252, 3.4798, 0.6595)
H (-0.7037, 4.0754, -0.9661)
H (-2.2673, 3.5852, -1.6007)
H (-0.7181, 1.6572, -1.5014)
H (-2.1460, 1.4250, -0.5143)
H (1.3883, -1.0839, -2.2533)
H (0.8640, -1.1659, -4.6611)
H (1.0354, 0.8867, -6.0385)
H (1.7352, 3.0225, -4.9891)
H (2.2546, 3.1128, -2.5824)
H (3.6194, 2.2620, 1.9151)
H (5.9007, 3.0925, 2.3015)
H (7.5323, 3.1788, 0.4352)
H (6.8480, 2.4293, -1.8251)
H (4.5648, 1.6126, -2.2254)
Cl (-1.0101, -0.7960, 5.1541)
C (-2.1031, -0.7606, 3.7917)
C (-3.4304, -0.3946, 3.9853)
C (-4.2968, -0.3661, 2.9149)
Cl (-5.9667, 0.0934, 3.1985)
C (-3.8775, -0.6853, 1.6126)
C (-4.7030, -0.6808, 0.4383)
C (-4.1259, -1.0194, -0.7969)
C (-2.7912, -1.3072, -0.9041)
N (-1.9461, -1.2886, 0.1955)
C (-2.5165, -1.0159, 1.4505)
C (-1.6116, -1.0919, 2.5350)
O (-0.3463, -1.4554, 2.2788)
H (-3.7787, -0.1342, 4.9760)
H (-5.7528, -0.4404, 0.5203)
H (-4.7318, -1.0463, -1.6927)
H (-2.3407, -1.5534, -1.8582)
C (-2.2392, -4.9012, -0.8674)
Ge (-0.5359, -4.5914, 0.0409)
C (-0.8578, -4.5616, 1.9684)
C (0.5856, -6.1758, -0.2814)
C (0.3410, -3.0018, -0.6407)
H (-2.6452, -5.8810, -0.5908)
H (-2.0965, -4.8737, -1.9533)
H (-2.9630, -4.1286, -0.5934)
H (-1.0611, -5.5685, 2.3427)
H (-1.7052, -3.9118, 2.2105)
H (0.0209, -4.1567, 2.4775)
H (0.0543, -7.0967, -0.0115)
H (1.4942, -6.1079, 0.3306)
H (0.8860, -6.2369, -1.3341)
H (-0.0648, -2.8383, -1.6516)
H (1.4109, -3.2218, -0.7471)


(3)
This record from OMol25 describes C21H28AuN2Te as an isolated structure. The level of theory is ωB97M-V with the def2-TZVPD basis set.

LUMO (alpha / beta) in Eh: -0.088 / -0.190
E_HOMO (alpha / beta) in eV: -10.334 / -10.825
Spin multiplicity: 3
Frontier orbital gap (alpha / beta) in eV: 7.9 / 5.6
Charge: +1

Element x y z (Å)
Au (-0.5316, 0.0065, 0.1651)
C (-0.0044, -2.2580, 0.1933)
C (-1.3208, -2.1119, 0.6596)
C (-2.2080, -2.2818, -0.5037)
C (-1.4272, -2.5347, -1.6390)
C (-0.0848, -2.5350, -1.2489)
C (1.1197, -2.7816, -2.0834)
C (-1.9555, -2.7491, -3.0253)
C (-3.6876, -2.1960, -0.4237)
C (-1.8034, -2.2602, 2.0697)
C (1.2309, -2.5023, 1.0043)
H (1.6286, -3.6960, -1.7653)
H (1.8409, -1.9663, -1.9781)
H (0.8714, -2.8953, -3.1371)
H (-2.2660, -3.7843, -3.1799)
H (-1.2031, -2.5245, -3.7808)
H (-2.8203, -2.1167, -3.2260)
H (-4.0099, -1.1891, -0.1366)
H (-4.0768, -2.8737, 0.3400)
H (-4.1608, -2.4475, -1.3700)
H (-2.0175, -3.3120, 2.2785)
H (-2.7179, -1.6929, 2.2400)
H (-1.0607, -1.9226, 2.7915)
H (1.4087, -3.5763, 1.1124)
H (1.1514, -2.0794, 2.0052)
H (2.1086, -2.0765, 0.5171)
C (2.4858, 1.8577, -4.2537)
C (2.3349, 1.4825, -2.8209)
C (3.1580, 1.6728, -1.7324)
C (2.4970, 1.0907, -0.6374)
N (1.3441, 0.5666, -1.0341)
N (1.2520, 0.8288, -2.3553)
C (2.9274, 1.0277, 0.7890)
H (3.4205, 2.3930, -4.3984)
H (1.6707, 2.5038, -4.5808)
H (2.5000, 0.9740, -4.8927)
H (4.1136, 2.1679, -1.7288)
H (0.4682, 0.4775, -2.8793)
H (3.8012, 1.6555, 0.9483)
H (3.1874, 0.0097, 1.0811)
H (2.1312, 1.3778, 1.4482)
Te (-2.0947, 1.9973, 0.4745)
C (-1.3636, 2.9110, 2.1906)
C (-1.8891, 4.1552, 2.5429)
C (-1.4276, 4.7990, 3.6794)
C (-0.4531, 4.2034, 4.4683)
C (0.0656, 2.9607, 4.1235)
C (-0.3845, 2.3133, 2.9866)
H (-2.6540, 4.6195, 1.9334)
H (-1.8317, 5.7647, 3.9504)
H (-0.0978, 4.7065, 5.3575)
H (0.8205, 2.4973, 4.7446)
H (0.0142, 1.3432, 2.7162)


(4)
This record from OMol25 describes C20H44AsBCsF6O10PtS5 as an isolated structure. The level of theory is ωB97M-V with the def2-TZVPD basis set.

LUMO (alpha / beta) in Eh: -0.104 / -0.151
E_HOMO (alpha / beta) in eV: -12.366 / -12.015
Spin multiplicity: 3
Frontier orbital gap (alpha / beta) in eV: 9.5 / 7.9
Energy relative to the best compared isomer or geometry (same formula, charge and spin) in kcal/mol: 35.23
Charge: +1

Element x y z (Å)
Cs (7.7705, 16.0104, 12.0989)
Pt (4.3722, 16.6716, 8.6242)
B (5.4744, 17.5858, 10.3424)
H (6.1686, 17.3138, 9.5172)
H (4.6156, 18.2250, 9.9553)
H (5.0720, 16.5840, 10.6825)
H (6.0492, 18.1605, 11.1212)
As (7.4583, 14.1969, 8.2996)
F (8.5508, 15.2940, 9.1951)
F (8.7365, 12.9536, 8.4036)
F (6.4794, 13.1342, 7.3370)
F (6.1333, 15.3724, 8.1804)
F (8.2298, 14.7873, 6.8266)
F (6.7444, 13.5896, 9.8244)
C (2.7946, 11.3129, 10.8429)
C (1.6638, 12.2530, 11.1256)
C (1.4386, 13.0812, 9.8673)
S (3.0657, 13.3237, 9.1286)
O (3.5632, 14.6862, 9.3831)
O (2.9216, 12.8481, 7.7625)
C (3.9492, 12.1006, 10.1455)
H (2.4665, 10.5296, 10.1520)
H (3.0994, 10.7092, 11.6979)
H (1.7840, 12.7787, 12.0745)
H (0.7312, 11.6957, 11.2448)
H (0.9052, 14.0207, 10.0155)
H (0.8253, 12.5211, 9.1640)
H (4.4530, 12.6453, 10.9426)
H (4.5920, 11.4529, 9.5592)
C (1.6142, 19.4494, 4.7470)
C (0.3573, 18.6923, 5.1511)
C (0.6905, 17.8153, 6.3661)
S (1.8440, 18.8667, 7.3588)
O (3.0365, 18.0797, 7.6500)
O (1.1596, 19.4848, 8.4634)
C (2.1911, 20.0868, 6.0206)
H (1.4020, 20.1536, 3.9444)
H (2.2857, 18.7180, 4.2919)
H (0.0113, 18.0601, 4.3340)
H (-0.4618, 19.3710, 5.3985)
H (1.2685, 16.9814, 5.9623)
H (-0.0834, 17.4062, 7.0098)
H (3.2679, 20.2443, 6.0788)
H (1.6585, 20.9646, 6.3838)
C (8.3340, 19.9803, 12.2681)
C (7.5843, 21.3135, 12.4504)
C (8.1650, 22.2480, 11.3646)
S (9.9815, 21.8576, 11.2615)
O (10.6763, 22.8404, 12.0621)
O (10.4479, 21.5375, 9.9299)
C (9.8291, 20.3574, 12.2812)
H (8.2001, 19.5278, 11.2857)
H (8.1619, 19.3021, 13.1043)
H (7.7245, 21.8426, 13.3920)
H (6.5238, 21.1642, 12.2476)
H (7.9271, 23.3061, 11.4247)
H (7.7467, 21.9036, 10.4140)
H (10.2726, 20.6511, 13.2295)
H (10.4349, 19.6199, 11.7542)
C (8.7766, 18.8254, 8.3310)
C (9.2499, 18.7726, 6.8479)
C (8.0589, 18.2347, 6.0394)
S (6.5904, 18.9211, 6.8053)
O (5.7494, 17.7849, 7.1981)
O (5.9890, 19.9489, 5.9789)
C (7.4387, 19.5803, 8.2768)
H (9.4764, 19.3348, 8.9926)
H (8.6235, 17.8209, 8.7297)
H (10.1207, 18.1197, 6.8789)
H (9.5375, 19.7257, 6.4082)
H (7.9452, 17.1502, 6.0052)
H (8.0529, 18.5420, 4.9939)
H (6.7494, 19.4830, 9.1127)
H (7.6333, 20.6308, 8.0540)
C (2.8393, 19.3580, 12.7034)
C (2.3213, 18.2952, 13.6696)
C (2.3018, 16.9690, 12.8330)
S (1.6413, 17.4691, 11.2040)
O (0.2329, 17.2123, 11.1786)
O (2.5130, 17.0231, 10.1180)
C (1.9848, 19.2877, 11.4633)
H (3.8934, 19.1287, 12.5307)
H (2.7857, 20.3675, 13.1132)
H (1.2489, 18.4399, 13.8222)
H (2.8837, 18.1153, 14.5804)
H (1.7887, 16.0824, 13.2031)
H (3.3285, 16.5986, 12.7576)
H (1.0054, 19.7550, 11.5664)
H (2.4324, 19.7178, 10.5715)


(5)
This record from OMol25 describes C4H7N6O2S2 as an isolated structure. The level of theory is ωB97M-V with the def2-TZVPD basis set.

LUMO in Eh: -0.146
E_HOMO in eV: -11.444
Frontier orbital gap in eV: 7.5
Energy relative to the best compared isomer or geometry (same formula, charge and spin) in kcal/mol: 0.00
Charge: +1

Element x y z (Å)
C (3.5748, 1.2022, 0.9241)
C (4.2399, 0.2686, 0.2633)
C (0.7087, -0.1418, -0.9279)
C (-1.4852, -1.2326, -0.2741)
N (-0.2899, 0.7512, -0.6315)
N (1.9514, 0.2998, -0.6603)
N (-2.5874, -2.0090, -0.5806)
N (-1.5111, 0.0949, -0.6294)
N (5.5178, -0.2064, 0.1982)
N (2.2778, 1.3312, 0.6448)
O (6.4858, 0.0268, 0.8414)
O (5.4864, -1.0915, -0.7075)
S (-0.0076, -1.7635, 0.2223)
S (3.3843, -0.7330, -0.8697)
H (4.0998, 1.8365, 1.7078)
H (0.6374, -0.4114, -2.0048)
H (-3.5581, -1.6517, -0.6366)
H (-2.6084, -2.9755, -0.2342)
H (-2.3190, 0.6468, -0.9808)
H (-0.1631, 1.0321, 0.3589)
H (1.8612, 2.2602, 0.5966)


Quick rundown of energy, same order as above: -674.62617 -5658.43263 -1329.97553 -6530.74613 -1431.50906 Eh